Record 1
Here is a molecular structure, C19H29O2V from the OMol25 dataset. Energies are from ωB97M-V/def2-TZVPD.

Geometry as ORCA input:
```
! wB97M-V def2-TZVPD RIJCOSX def2/J DEFGRID3
* xyz -2 3
V 0.1171 0.5339 0.4779
C 2.0646 0.9898 1.7775
C 2.4339 0.1327 0.6848
C 2.2695 0.8633 -0.5374
H 2.8895 -0.8488 0.7872
C 1.7260 2.1422 -0.2067
C 1.6057 2.2218 1.2223
H 1.3827 3.1075 1.8097
H 2.2474 0.8065 2.8299
H 2.6488 0.5636 -1.5122
H 1.5886 2.9700 -0.9074
C -2.1432 0.7216 1.1987
C -1.4264 1.8796 1.6325
C -1.0757 2.6405 0.4721
H -1.3115 2.2032 2.6709
C -1.5436 1.9439 -0.6782
C -2.1771 0.7355 -0.2367
H -2.7209 0.0284 -0.8567
H -2.6894 0.0345 1.8322
H -0.6768 3.6520 0.4842
H -1.6010 2.3517 -1.6890
O -0.0208 -0.7767 -0.8631
C -0.2275 0.2459 -4.0705
C 0.4026 -1.0089 -3.5129
C 0.5725 1.4937 -3.9922
C -1.7050 0.2879 -4.0548
C 0.4307 -1.5226 -1.9991
H 1.4643 -0.9936 -3.8342
H -0.0528 -1.8502 -4.0919
H -0.1492 -2.4561 -1.9727
H 1.4686 -1.8164 -1.7785
H 0.6501 2.0503 -4.9357
H 1.5937 1.2955 -3.6264
H 0.1398 2.1716 -3.2345
H -2.1845 0.0932 -5.0228
H -2.0504 1.2590 -3.6940
H -2.0989 -0.4598 -3.3446
C -1.1686 -2.7939 2.4363
C -0.1212 -1.7461 2.8321
C -0.4822 -0.9249 4.0694
C 1.2454 -2.4256 2.8786
O -0.0616 -0.6946 1.8439
H -1.3092 -3.5411 3.2313
H -0.8389 -3.3437 1.5436
H -2.1446 -2.3413 2.2311
H -0.4848 -1.4686 5.0159
H 0.2326 -0.0949 4.1398
H -1.4792 -0.4940 3.9079
H 1.4344 -2.9275 1.9185
H 2.0413 -1.6971 3.0625
H 1.2955 -3.1925 3.6617
*
```

E_LUMO (spin up / spin down): 4.92 / 4.92 eV
⟨S²⟩: 2.0122
frontier orbital gap (spin up / spin down): 2.455 / 2.445 eV

Record 2
Here is 2 unconnected molecules or ions with the total composition C19H30Br2N4O5PS2 from the OMol25 dataset. Energies are from ωB97M-V/def2-TZVPD.

Geometry as ORCA input:
```
! wB97M-V def2-TZVPD RIJCOSX def2/J DEFGRID3
* xyz 1 1
C -3.9683 -1.1057 0.8342
C -2.7667 -0.3502 1.2926
O -2.6734 0.8354 1.3838
O -1.6363 -1.1414 1.6023
C -0.7324 -1.1577 0.5428
N -0.0066 -2.4264 0.4999
C 1.3634 -2.4477 0.3097
N 2.1962 -1.3697 0.1692
C 2.7250 -0.7808 1.1792
C 4.0455 -0.1090 1.0050
C 2.0786 -0.6796 2.5367
C 1.7317 -3.7611 0.2371
C 3.0266 -4.3935 0.0057
Br 3.2902 -4.9225 -1.7923
C 3.9321 -4.6024 0.9622
C 3.7121 -4.2050 2.3959
Br 5.5640 -5.4361 0.6188
N 0.5760 -4.4863 0.4234
N 0.5672 -5.8848 0.4304
C 0.2605 -6.4126 -0.6506
S -0.1580 -7.0708 -1.9690
C -0.4815 -3.6842 0.5933
P -2.1599 -4.3567 0.9211
S -2.8774 -4.0466 2.6782
H -4.2597 -1.8691 1.5528
H -4.7865 -0.4052 0.6931
H -3.7455 -1.5635 -0.1338
H 0.0254 -0.3771 0.6081
H -1.2520 -1.0124 -0.4112
H 4.0498 0.8507 1.5243
H 4.7823 -0.7353 1.5181
H 4.3041 0.0161 -0.0415
H 2.7121 -0.1266 3.2266
H 1.1412 -0.1266 2.4569
H 1.8840 -1.6640 2.9684
H 3.2142 -5.0094 2.9385
H 3.0785 -3.3199 2.4470
H 4.6639 -3.9712 2.8650
H -1.9096 -5.7092 0.6942
H -2.9306 -3.9402 -0.1751
C -0.6774 4.5539 -4.4923
O -0.4196 5.1254 -3.2276
C -1.3372 6.0976 -2.7723
C -2.1273 5.7368 -1.5228
O -2.8901 4.5454 -1.5267
C -2.2571 3.2938 -1.6630
C -1.3002 2.8491 -0.5662
O -0.1849 3.6831 -0.3409
C -0.1329 4.3350 0.9124
H 0.1082 4.8412 -5.1953
H -0.6640 3.4632 -4.4100
H -1.6454 4.8590 -4.8952
H -2.0213 6.3895 -3.5756
H -0.7604 6.9925 -2.5107
H -2.8622 6.5364 -1.3995
H -1.4948 5.7867 -0.6346
H -1.7846 3.2046 -2.6432
H -3.0734 2.5635 -1.6589
H -0.9043 1.8803 -0.9119
H -1.8439 2.6592 0.3577
H -1.0753 4.2578 1.4587
H 0.0950 5.3910 0.7558
H 0.6729 3.9131 1.5210
*
```

E_LUMO: -4.00 eV
frontier orbital gap: 6.709 eV

Record 3
Here is a molecular structure, C19H30CeN3OPSi from the OMol25 dataset. Energies are from ωB97M-V/def2-TZVPD.

Geometry as ORCA input:
```
! wB97M-V def2-TZVPD RIJCOSX def2/J DEFGRID3
* xyz 0 1
Ce -0.0758 0.0215 0.0957
Si 0.9131 2.0647 -1.5452
P -1.8445 -0.4484 -1.8916
N 1.2301 -1.2052 -0.7172
H -1.2555 -0.8933 1.0974
C -3.0731 -1.6486 -1.4146
H -3.7095 -1.7835 -2.2846
H -3.6517 -1.2857 -0.5617
H -2.5970 -2.5908 -1.1331
C -2.6849 1.0565 -2.3708
H -3.4044 0.7395 -3.1242
H -1.9774 1.7787 -2.7863
H -3.1939 1.5179 -1.5195
C -0.9494 -1.0754 -3.3062
H -1.7110 -1.2531 -4.0659
H -0.4250 -2.0039 -3.0584
H -0.2082 -0.3487 -3.6546
C 0.0450 3.7024 -1.2342
H 0.1467 4.0183 -0.1871
H -1.0200 3.6411 -1.4908
H 0.5434 4.4264 -1.8865
H 2.3723 2.2358 -1.2769
H 0.7857 1.7268 -2.9928
C 2.2217 -1.9284 -1.3224
C 3.4277 -3.9798 -1.5081
C 2.4318 -3.2602 -0.8783
C 2.9729 -1.3115 -2.3651
C 3.9542 -2.0779 -2.9637
C 4.1698 -3.3895 -2.5330
H 3.5932 -4.9810 -1.1787
H 1.7927 -3.6231 -0.0738
H 2.7308 -0.2771 -2.6243
H 4.5251 -1.6306 -3.7496
H 4.9482 -3.9754 -3.0154
C -2.0995 2.0610 1.6180
O -1.3983 1.7634 0.6242
C -1.9770 1.3198 2.8808
H -2.8863 1.4162 3.4700
H -1.1457 1.6945 3.4952
H -1.7840 0.2459 2.7095
C -2.9999 3.2062 1.4461
H -4.0286 2.8610 1.5587
H -2.8633 3.6544 0.4615
H -2.7941 3.9430 2.2225
N 2.1087 -0.6895 7.0963
C 1.7564 -0.5897 5.9646
C 1.4027 -0.4267 4.5990
C 1.4894 0.8669 4.0621
C 1.2637 1.0457 2.7165
N 1.0720 -0.0841 1.9827
C 0.8856 -1.3471 2.4757
C 1.0930 -1.5497 3.8286
H 1.7459 1.7281 4.6799
H 1.2743 2.0161 2.2066
H 0.6031 -2.1567 1.7828
H 1.0419 -2.5581 4.2318
*
```

E_LUMO: -1.27 eV
energy above the lowest of the compared OMol25 structures with the same formula, charge and spin: 43.7 kcal per mole
frontier orbital gap: 4.702 eV

Record 4
Here is a molecular structure, C19H30F2N5O3P2Zr from the OMol25 dataset. Energies are from ωB97M-V/def2-TZVPD.

Geometry as ORCA input:
```
! wB97M-V def2-TZVPD RIJCOSX def2/J DEFGRID3
* xyz 3 1
Zr 1.0572 0.7879 -1.5865
F 6.3353 -0.8186 -0.3378
C 5.4082 0.1621 -0.4523
C 4.1091 -0.1447 -0.7707
C 3.1473 0.9106 -0.8407
C 3.4647 2.1834 -0.3198
C 4.8172 2.4357 -0.0314
F 5.1789 3.7334 0.2915
C 5.8319 1.4567 -0.1574
C 2.3604 3.1377 -0.1356
C 2.4662 4.3726 0.5394
C 1.5290 5.3681 0.3557
C 0.4661 5.0685 -0.5062
C 0.2478 3.7892 -0.9720
N 1.1890 2.7878 -0.7564
H 3.8214 -1.1842 -0.9723
H 6.8590 1.7169 -0.0421
H 3.3095 4.5307 1.2165
H 1.6742 6.4121 0.7081
H -0.2858 5.7796 -0.7215
H -0.6367 3.5563 -1.5532
C -3.7453 1.5577 -1.9390
N -3.4128 0.2386 -1.3036
C -4.0292 -0.9750 -1.9545
P -2.1259 0.1927 -0.3099
O -0.9380 0.9686 -0.8674
O -1.6635 -1.3943 -0.1674
P -0.1440 -2.0984 0.0323
O 0.7957 -1.0508 -0.5145
N -0.1331 -3.4709 -0.8360
C -1.3433 -3.9289 -1.5947
C 1.0741 -4.3547 -0.9018
N 0.1300 -2.4009 1.6108
C 1.5496 -2.3279 2.1974
C -0.8404 -3.3604 2.2896
N -2.5365 0.7496 1.2037
C -3.6574 -0.0060 1.8733
C -1.8213 1.7314 2.0164
H -3.2946 2.3410 -1.3338
H -4.8486 1.7028 -2.0678
H -3.3822 1.5671 -2.9880
H -4.8820 -0.6531 -2.5881
H -4.4694 -1.6471 -1.2138
H -3.3008 -1.5137 -2.5632
H -1.9304 -4.6582 -1.0408
H -1.0199 -4.3556 -2.5718
H -2.0600 -3.0483 -1.7184
H 1.8716 -3.7961 -0.4750
H 1.3407 -4.4805 -1.9820
H 1.0126 -5.2763 -0.3194
H 1.5524 -1.7489 3.1046
H 2.1654 -1.7467 1.4607
H 1.9955 -3.3197 2.3597
H -0.6368 -4.4617 2.0617
H -1.8955 -3.1457 1.9948
H -0.7998 -3.1623 3.3351
H -3.2919 -0.5265 2.7639
H -4.1167 -0.7424 1.1435
H -4.4955 0.6418 2.0259
H -1.2699 1.1427 2.7592
H -2.5618 2.3129 2.6193
H -1.1909 2.4623 1.4437
*
```

E_LUMO: -11.52 eV
frontier orbital gap: 5.949 eV

| no. | F_max (eV/Å) |
| --- | --- |
| 1 | 4.14 |
| 2 | 1.33 |
| 3 | 5.25 |
| 4 | 3.39 |